one | DFT (ωB97M-V/def2-TZVPD) results for a 2-piece molecular cluster, C2H9NOS2 overall.

XYZ file:
```
15
C2H9NOS2, DFT ωB97M-V/def2-TZVPD
S 1.179 0.965 0.623
H -3.534 -0.590 1.422
C -2.520 -1.433 -0.120
H -1.722 0.255 -0.591
H -1.680 -2.126 -0.140
H -3.433 -1.955 -0.392
H -2.475 -1.667 1.884
O -2.256 -0.410 -1.043
H 2.558 0.212 2.407
N -2.592 -0.889 1.246
C 2.443 -0.103 1.378
H 2.603 0.884 -1.642
S 1.326 0.545 -1.388
H 2.071 -1.122 1.281
H 3.368 -0.036 0.829
```

For the HOMO energy, the calculation gives -8.66 eV. The net charge is 0. As for the orbital gap: 9.31 eV. Its LUMO energy is 0.65 eV.

These are the natural (NBO) partial charges, in e, on atoms 1 to 6: number 1, S, carries 0.083; number 2, H, carries 0.351; number 3, C, carries 0.096; number 4, H, carries 0.477; number 5, H, carries 0.141; number 6, H, carries 0.148

two | DFT (ωB97M-V/def2-TZVPD) results for a 2-piece molecular cluster, C2H9NOS2 overall.

XYZ file:
```
15
C2H9NOS2, DFT ωB97M-V/def2-TZVPD
H 1.710 -0.044 -0.749
H 0.787 1.720 2.123
H 1.973 -0.178 2.037
C 2.032 0.524 1.199
H -0.069 0.628 1.047
O 2.288 -0.132 0.018
H 2.779 1.272 1.478
H -2.808 -0.715 -1.207
S -0.483 -0.591 -1.794
H -1.918 0.480 -0.114
N 0.714 1.222 1.246
H -2.410 0.945 -1.719
S -0.750 -2.473 -0.804
H -1.757 -2.753 -1.647
C -2.088 0.096 -1.114
```

For the HOMO energy, the calculation gives -9.02 eV. The net charge is 0. As for the orbital gap: 9.15 eV. Its LUMO energy is 0.13 eV.

These are the natural (NBO) partial charges, in e, on atoms 1 to 6: number 1, H, carries 0.498; number 2, H, carries 0.365; number 3, H, carries 0.127; number 4, C, carries 0.125; number 5, H, carries 0.360; number 6, O, carries -0.751

Energetically preferred structure: one | next structure: +0.0214 hartree